ORCA calculation (wB97M-V/def2-TZVPD) on C44H48GeN4O3PRb as an isolated structure.

The geometry in XYZ format:
```
102
Properties=species:S:1:pos:R:3
Rb -0.65907 -0.05399 -0.14962
N 2.31253 0.78904 0.76994
C 3.01713 1.88272 0.59504
C 4.45555 1.97246 0.71388
C 5.14230 3.13329 0.48158
C 4.48248 4.32147 0.12321
C 3.09979 4.28356 0.01712
C 2.35527 3.12907 0.23797
P 0.53859 3.10126 0.05320
C 0.05776 4.84345 0.39011
C -0.36317 5.11665 1.69330
C -0.74069 6.39895 2.06413
C -0.72140 7.42823 1.13175
C -0.31834 7.16707 -0.17062
C 0.07198 5.88508 -0.53599
C 0.33627 3.03117 -1.77736
C -0.93456 3.21517 -2.33255
C -1.17060 2.98204 -3.67756
C -0.13882 2.54044 -4.49844
C 1.12296 2.34055 -3.95888
C 1.36006 2.58460 -2.61064
H 2.86980 0.01768 1.12769
H 0.90970 0.69807 1.71428
H 4.98761 1.07102 1.00306
H 6.22468 3.13359 0.58439
H 5.03005 5.23989 -0.04823
H 2.57659 5.19909 -0.24173
H -0.39074 4.30693 2.41509
H -1.06048 6.59055 3.08146
H -1.02419 8.42893 1.41783
H -0.30356 7.96431 -0.90520
H 0.38338 5.68750 -1.55506
H -1.75328 3.53251 -1.69428
H -2.16694 3.11907 -4.08062
H -0.32537 2.33624 -5.54608
H 1.93132 1.98433 -4.58702
H 2.34623 2.42669 -2.18932
C -3.08918 -3.08851 2.79294
O -2.59094 -3.96372 1.79555
C -3.20052 -5.13674 1.56422
C -4.15556 -5.71109 2.39130
C -4.65106 -6.98190 2.10883
C -4.20530 -7.67576 0.99953
C -3.28956 -7.07465 0.13834
C -2.78625 -5.81022 0.39181
N -1.89244 -5.18905 -0.50040
C -1.96967 -3.79080 -0.72431
N -3.23603 -3.45318 -1.09219
C -4.00183 -2.25668 -0.88591
C -3.45503 -0.97894 -0.83609
C -4.41287 0.03533 -0.62517
C -5.77762 -0.18216 -0.50552
C -6.27950 -1.48195 -0.56840
C -5.37914 -2.51732 -0.74888
O -5.76672 -3.85500 -0.80115
C -7.10922 -4.15209 -0.53196
N -0.99370 -2.98661 -0.55131
C 0.26687 -3.44472 -0.15512
C 0.82901 -2.98090 1.03281
C 2.13915 -3.29092 1.37390
C 2.91290 -4.07868 0.54234
C 2.37345 -4.56471 -0.64568
C 1.06682 -4.25046 -0.98788
O 0.45971 -4.70458 -2.14118
C 1.28066 -5.31035 -3.10609
H -2.45449 -2.20620 2.75220
H -3.01646 -3.54070 3.78646
H -4.12420 -2.81112 2.57584
H -4.49151 -5.17972 3.27082
H -5.38574 -7.42416 2.77089
H -4.58563 -8.66552 0.78000
H -2.97285 -7.57616 -0.76870
H -1.00679 -5.62527 -0.68947
H -3.82305 -4.26480 -1.19263
H -4.07647 1.06927 -0.52486
H -6.46560 0.64542 -0.35132
H -7.34004 -1.66762 -0.46396
H -7.20015 -5.23702 -0.56894
H -7.78217 -3.70781 -1.27418
H -7.40601 -3.80029 0.46232
H 0.26553 -2.31050 1.67938
H 2.54203 -2.88198 2.29262
H 3.93853 -4.31468 0.79927
H 2.98101 -5.17734 -1.29798
H 0.65008 -5.49027 -3.97478
H 1.68872 -6.26588 -2.75659
H 2.11172 -4.65731 -3.39028
C 0.75211 2.22989 5.20154
Ge 0.91487 0.45524 4.24865
C 0.19066 -0.75160 5.66716
C 2.88316 0.17156 4.36888
C 0.27858 0.20383 2.50622
H 1.28026 2.23700 6.16142
H -0.30338 2.45777 5.38271
H 1.16170 3.02041 4.56684
H 0.75003 -0.63476 6.59951
H 0.24818 -1.79424 5.34488
H -0.86040 -0.52031 5.86588
H 3.25420 0.38229 5.37673
H 3.39918 0.82919 3.66483
H 3.13460 -0.86162 4.11376
H -0.82320 0.20326 2.48443
```

As for the total charge: -2. As for the HOMO-LUMO gap: 3.827 eV.

Löwdin atomic charge list, values in e, 2 entries: atom 1 (Rb): 0.7098, atom 2 (N): -0.0270


ORCA calculation (wB97M-V/def2-TZVPD) on C44H48MoN2Sb2 as an isolated structure.

The geometry in XYZ format:
```
97
Properties=species:S:1:pos:R:3
Mo -0.18881 0.09227 0.23541
C 3.91293 0.58195 -0.39949
C 3.50100 1.92864 0.19856
C 3.24488 1.90876 1.71397
Sb 1.27307 1.34907 2.29991
C 0.25240 3.11066 1.65797
C -1.14262 3.11935 1.74280
C -1.86743 4.25070 1.38503
C -1.20321 5.37797 0.92670
C 0.18517 5.38161 0.83770
C 0.90993 4.25658 1.20713
C 1.36836 1.78980 4.34883
C 0.47653 2.68072 4.93433
C 0.62528 3.00278 6.27821
C 1.64998 2.43839 7.02517
C 2.53501 1.54452 6.43662
C 2.39366 1.21225 5.09668
Sb 2.42544 -0.95147 -0.53614
C 3.64829 -2.58665 -1.00584
C 4.49972 -2.44372 -2.09888
C 5.32751 -3.50135 -2.44763
C 5.29825 -4.68627 -1.72025
C 4.44477 -4.82304 -0.63604
C 3.61570 -3.76862 -0.27083
C 1.85948 -0.57132 -2.55994
C 1.48790 -1.63302 -3.38497
C 1.09679 -1.39704 -4.69748
C 1.07712 -0.10105 -5.19975
C 1.45529 0.95970 -4.38881
C 1.84463 0.72202 -3.07556
H 4.73536 0.14826 0.17302
H 4.26555 0.70460 -1.42396
H 2.63765 2.34656 -0.33510
H 4.31277 2.63525 0.00589
H 3.95552 1.25757 2.22629
H 3.36514 2.90130 2.14875
H -1.67455 2.24708 2.10797
H -2.94710 4.25416 1.46890
H -1.76367 6.26279 0.65379
H 0.70314 6.26820 0.49414
H 1.99053 4.28572 1.13922
H -0.31958 3.13818 4.36167
H -0.06091 3.70174 6.73888
H 1.75995 2.69585 8.07039
H 3.33378 1.10394 7.01899
H 3.08825 0.50870 4.65138
H 4.51538 -1.53525 -2.68853
H 5.99480 -3.40017 -3.29363
H 5.94622 -5.50581 -2.00194
H 4.42311 -5.74558 -0.07075
H 2.95738 -3.87773 0.58275
H 1.51977 -2.65353 -3.01896
H 0.82422 -2.22867 -5.33535
H 0.79000 0.07773 -6.22830
H 1.46287 1.96909 -4.78129
H 2.16644 1.56167 -2.46771
C -5.16108 -0.87490 -3.24677
N -4.79426 -0.72108 -1.79700
C -5.62135 0.30388 -1.07592
C -3.30421 -0.56498 -1.56201
C -2.66007 0.78239 -1.81609
C -3.11286 1.77873 -2.66644
C -2.36372 2.94317 -2.87124
C -1.14162 3.11975 -2.25591
C -0.69485 2.10899 -1.40677
C -1.43488 0.96600 -1.16822
H -6.24303 -0.92770 -3.32530
H -4.70894 -1.79397 -3.60929
H -4.77905 -0.02990 -3.80387
H -5.01906 -1.61410 -1.35947
H -5.38631 1.28803 -1.46107
H -5.37416 0.24612 -0.01880
H -6.66920 0.06743 -1.23721
H -2.82963 -1.33319 -2.17512
H -3.14648 -0.84164 -0.52186
H -4.05054 1.69582 -3.19874
H -2.75167 3.70817 -3.53168
H -0.55383 4.01100 -2.43001
H 0.27951 2.25366 -0.91804
C -0.48353 -3.62570 -0.99847
C -1.32452 -3.70479 0.24592
C -1.95058 -4.88980 0.61378
C -2.69776 -4.96608 1.78051
C -2.82164 -3.85945 2.60944
C -2.21018 -2.65410 2.28619
C -2.32702 -1.45127 3.18189
C -1.48474 -2.60424 1.09353
N -0.93196 -1.36662 0.69905
H -0.70585 -4.45310 -1.67153
H 0.58205 -3.68346 -0.75162
H -0.62960 -2.68803 -1.53598
H -1.84066 -5.76317 -0.01813
H -3.17810 -5.89771 2.05120
H -3.38718 -3.93382 3.53042
H -2.75229 -1.72735 4.14508
H -2.96750 -0.68239 2.73980
H -1.35667 -0.98644 3.35579
```

As for the total charge: +2. As for the HOMO-LUMO gap (alpha / beta): 6.747 / 6.829 eV.

Löwdin atomic charge list, values in e, 2 entries: atom 1 (Mo): 0.9795, atom 2 (C): -0.3691


Short version: M = 869.95 944.34 g/mol, in the order given.
Short version: E_tot = -124966.2096 -64301.2076 eV, in the order given.